C43H41N3O5Se2Ti | wB97M-V/def2-TZVPD

Last column: Löwdin spin population.
Element x y z (Å)
1 Ti 1.600901 -0.365642 -0.435232  0.003
2 C -3.705847 1.808639 2.425219  0.000
3 C -3.526725 0.697356 1.401752  0.000
4 C -4.841766 0.092738 1.000092  0.000
5 O -2.844174 1.153075 0.238468  0.000
6 C -1.478846 1.157168 0.600984  0.000
7 C -1.332952 -0.147123 1.482498  0.000
8 O -2.664411 -0.319497 1.932978  0.000
9 C -0.743394 -1.558901 1.118140  0.000
10 O 0.375366 -1.348878 0.219818  0.000
11 C -0.152932 -2.159470 2.401415  0.000
12 C -0.828331 -2.044699 3.615684  0.000
13 C -0.298116 -2.608273 4.769469  0.000
14 C 0.907548 -3.297513 4.727087  0.000
15 C 1.574595 -3.427736 3.517327  0.000
16 C 1.045190 -2.864099 2.362692  -0.001
17 C -1.729042 -2.539180 0.465448  0.000
18 C -2.683322 -2.095158 -0.442817  0.000
19 C -3.509496 -2.985448 -1.113406  0.000
20 C -3.400741 -4.350411 -0.878520  0.000
21 C -2.467588 -4.807181 0.041140  0.001
22 C -1.640970 -3.909442 0.706385  0.001
23 C -0.608537 1.675287 -0.595941  0.000
24 O 0.706310 1.125712 -0.473621  0.000
25 C -0.458205 3.192858 -0.433503  0.000
26 C 0.772228 3.809114 -0.620987  0.000
27 C 0.903429 5.188777 -0.484670  0.000
28 C -0.196767 5.965278 -0.155789  0.000
29 C -1.431546 5.353866 0.030899  0.000
30 C -1.561657 3.980254 -0.106698  0.000
31 C -1.183074 1.321747 -1.979865  0.000
32 C -1.256592 -0.008541 -2.371957  0.000
33 C -1.766385 -0.380869 -3.603963  0.000
34 C -2.205551 0.591733 -4.492272  0.000
35 C -2.118012 1.927820 -4.129079  0.000
36 C -1.612419 2.291010 -2.884571  0.000
37 H -4.343882 2.591826 2.011955  0.000
38 H -2.758094 2.252391 2.730712  0.000
39 H -4.185819 1.401156 3.314799  0.000
40 H -5.450313 0.853293 0.508944  0.000
41 H -5.368462 -0.253497 1.889901  0.000
42 H -4.701087 -0.748641 0.326158  0.000
43 H -1.331179 1.927010 1.356148  0.000
44 H -0.721131 0.161860 2.330696  0.000
45 H -1.779750 -1.526868 3.664236  0.000
46 H -0.835846 -2.511582 5.704906  0.000
47 H 1.316775 -3.736831 5.628616  0.000
48 H 2.507039 -3.977940 3.463043  0.000
49 H 1.563943 -2.993208 1.423104  -0.001
50 H -2.809891 -1.037349 -0.619081  0.000
51 H -4.246950 -2.607023 -1.812863  0.000
52 H -4.047234 -5.049332 -1.396424  0.000
53 H -2.378130 -5.867676 0.246374  0.000
54 H -0.922755 -4.295408 1.415936  0.000
55 H 1.629550 3.208456 -0.889184  0.000
56 H 1.869451 5.655946 -0.637938  0.000
57 H -0.097478 7.038365 -0.047579  0.000
58 H -2.300409 5.950809 0.281804  0.000
59 H -2.532543 3.516291 0.027111  0.000
60 H -0.910219 -0.787664 -1.710176  0.000
61 H -1.819756 -1.432391 -3.863388  0.000
62 H -2.607058 0.311886 -5.458511  0.000
63 H -2.447678 2.700268 -4.813400  0.000
64 H -1.558434 3.341243 -2.636160  0.000
65 Se 1.812385 -3.696216 -1.356203  0.543
66 Se 3.994568 -1.973732 -0.343925  0.239
67 C 3.717675 -1.119418 1.321581  0.033
68 C 4.505156 -1.321468 2.456794  0.024
69 C 4.159409 -0.700416 3.639354  0.002
70 C 3.025427 0.110628 3.694971  0.023
71 C 2.294643 0.274642 2.551217  0.002
72 N 2.648869 -0.307112 1.389212  0.027
73 C 1.633374 -2.387332 -2.712627  0.040
74 C 1.495369 -2.790787 -4.043586  0.023
75 C 1.445152 -1.852518 -5.050268  0.004
76 C 1.549823 -0.501100 -4.736001  0.009
77 C 1.660106 -0.155363 -3.418756  0.003
78 N 1.683245 -1.065038 -2.414207  0.010
79 H 5.360183 -1.978474 2.384940  0.001
80 H 4.758004 -0.854760 4.529633  0.000
81 H 2.713328 0.592155 4.610355  0.001
82 H 1.410249 0.897275 2.526970  0.000
83 H 1.461567 -3.849981 -4.258791  0.006
84 H 1.346287 -2.168142 -6.082296  0.000
85 H 1.517466 0.267144 -5.497078  0.000
86 H 1.693662 0.879675 -3.114491  0.000
87 C 4.272621 2.416203 0.363934  0.000
88 C 4.074443 1.771780 -0.975214  0.001
89 N 4.837475 2.186402 -1.991087  0.000
90 O 3.259021 0.860501 -1.147755  0.004
91 H 4.707109 3.410975 0.281249  0.000
92 H 4.943354 1.787232 0.952819  0.000
93 H 3.319252 2.474288 0.880951  0.000
94 H 5.542136 2.890439 -1.863210  0.000
95 H 4.787808 1.702759 -2.872825  0.000

Forces on the atoms, in the same order (eV/Å):
Ti 2.00 -0.29 -0.31
C -0.05 0.08 0.02
C 0.23 0.02 -0.04
C -0.25 -0.04 -0.01
O 0.07 0.02 0.10
C -0.07 -0.13 -0.25
C 0.01 -0.02 -0.08
O -0.02 -0.02 0.00
C 0.03 -0.12 -0.13
O -1.42 -0.50 0.74
C -0.03 0.00 0.00
C -0.01 -0.01 0.03
C 0.03 0.01 -0.04
C -0.03 0.04 -0.02
C -0.03 0.02 -0.01
C 0.02 -0.06 0.09
C 0.21 0.01 -0.11
C -0.07 0.07 -0.03
C 0.02 -0.05 0.02
C 0.02 0.04 0.04
C 0.00 0.05 -0.01
C 0.04 0.01 -0.03
C 0.01 -0.06 0.07
O -0.87 0.81 -0.32
C -0.05 -0.01 0.04
C -0.04 0.11 -0.07
C -0.03 -0.08 0.01
C -0.03 -0.04 0.00
C 0.02 0.03 -0.01
C -0.03 0.01 0.02
C 0.09 0.07 0.01
C -0.01 -0.15 0.09
C -0.06 0.04 -0.05
C 0.04 0.02 0.03
C 0.02 -0.03 0.03
C 0.02 0.00 0.02
H 0.02 -0.03 0.03
H -0.03 -0.02 -0.01
H 0.01 0.01 -0.02
H 0.00 -0.04 0.02
H 0.01 0.00 -0.04
H 0.00 0.06 0.04
H 0.05 0.11 0.15
H 0.11 0.10 0.08
H 0.07 -0.04 -0.01
H 0.02 -0.01 -0.03
H -0.02 0.01 -0.03
H -0.03 0.02 0.00
H 0.01 0.00 -0.03
H 0.05 -0.01 -0.04
H 0.04 -0.02 0.03
H 0.04 0.04 0.03
H 0.00 0.07 -0.01
H 0.02 0.02 0.01
H 0.02 -0.02 -0.01
H -0.04 -0.03 0.00
H 0.00 -0.05 -0.01
H 0.04 -0.03 -0.01
H 0.05 0.02 -0.02
H -0.03 -0.01 0.03
H 0.00 0.04 0.01
H 0.00 0.01 0.03
H 0.01 -0.03 0.03
H 0.00 0.00 0.04
Se 0.06 0.07 -0.18
Se -0.18 -0.01 0.18
C -0.13 -0.03 0.23
C 0.06 -0.02 0.06
C 0.09 -0.06 0.00
C 0.09 -0.04 0.17
C -0.01 0.04 -0.38
N 0.02 0.02 0.25
C 0.08 0.36 0.07
C 0.00 -0.10 -0.03
C 0.01 -0.11 -0.08
C -0.01 0.03 -0.16
C -0.10 -0.13 0.38
N -0.18 -0.33 -0.66
H 0.01 0.00 0.04
H -0.02 0.00 -0.05
H 0.02 -0.01 0.00
H -0.04 0.01 -0.04
H 0.00 0.03 -0.03
H 0.00 0.00 0.06
H 0.01 -0.05 0.05
H 0.03 0.07 0.05
C 0.05 0.07 -0.04
C 0.02 -0.08 0.10
N 0.02 0.02 0.07
O -0.09 0.28 -0.17
H 0.01 -0.02 0.01
H 0.00 -0.02 0.00
H -0.05 0.02 0.00
H 0.00 0.02 0.00
H -0.02 -0.02 -0.01

Electronic energy (eV): -213770.9910
Total charge: +1
HOMO-LUMO gap (alpha / beta) (Eh): 0.260 / 0.235
Molecular weight (Da): 885.60
Spin multiplicity: 2
LUMO energy (alpha / beta) (eV): -2.67 / -3.96